1.
60
Properties=species:S:1:pos:R:3:forces:R:3 method="wB97M-V/def2-TZVPD" orbital_gap_ev=8.206 e_lumo_ev=0.0108 spin_multiplicity=1 total_energy_ha=-4756.98441 de_lowest_ev=0.451
Pb 0.5938 0.2455 0.5003 0.2 0.0 -0.1
Br -0.6816 1.0926 4.1624 0.0 0.1 0.0
C -0.6299 -0.7159 3.6512 -0.2 -0.4 -0.2
C -0.6535 -1.6759 4.6512 0.0 0.1 0.1
C -0.7557 -3.0050 4.2799 0.0 0.1 -0.1
C -0.8950 -3.3177 2.9389 0.1 -0.1 0.0
C -0.8325 -2.2973 2.0074 0.0 0.0 0.0
N -0.6613 -1.0146 2.3550 -0.1 0.0 0.4
C -0.9832 -2.6249 0.5188 0.0 0.2 -0.2
O -1.4302 -3.7240 0.2318 0.0 -0.1 0.1
O -0.6264 -1.6991 -0.2909 0.1 0.2 0.1
H -0.6112 -1.3749 5.6871 0.0 0.0 0.0
H -0.7525 -3.7823 5.0324 0.0 0.0 0.0
H -1.0294 -4.3307 2.5901 0.0 0.0 0.0
O 3.7467 0.7696 3.5223 0.0 0.0 -0.1
C 2.9165 0.3857 2.7123 0.1 0.0 0.2
O 1.8249 0.9666 2.3843 0.0 -0.1 -0.3
C 3.1731 -0.9727 2.0426 0.0 0.1 0.0
C 4.3659 -1.6457 2.2642 0.0 -0.1 0.0
C 4.5339 -2.9047 1.7163 -0.1 0.0 0.0
C 3.5029 -3.4589 0.9686 0.0 0.0 0.0
C 2.3653 -2.7039 0.7552 0.0 -0.1 -0.1
N 2.2105 -1.4846 1.2747 0.1 -0.1 0.1
H 5.1245 -1.1605 2.8606 0.0 0.0 0.1
H 5.4533 -3.4547 1.8694 0.0 0.0 0.0
H 3.5809 -4.4513 0.5477 0.0 0.0 0.0
H 1.5446 -3.0755 0.1529 0.0 0.0 0.0
N -1.1303 -0.2028 -3.5315 0.0 -0.1 0.6
N -0.0031 -0.2218 -4.3458 -0.2 -0.1 -0.1
C 1.2730 -0.0883 -3.9681 1.0 0.1 0.0
N 2.2023 -0.1406 -4.9326 -0.5 -0.1 -0.4
N 1.5177 0.1299 -2.6726 -0.8 -0.1 0.5
N 2.7890 0.2020 -2.2448 0.8 0.3 -0.1
O 2.9806 0.4480 -1.0518 -0.5 -0.3 -0.7
O 3.7408 0.0501 -3.0182 0.3 0.0 0.5
H -1.0438 -0.8995 -2.7868 0.1 0.1 -0.2
H -1.2074 0.7073 -3.0871 0.0 0.1 0.0
H -0.1989 -0.3890 -5.3170 0.0 0.0 0.0
H 1.9440 -0.3627 -5.8767 0.0 0.0 0.0
H 3.1659 -0.1177 -4.6372 0.0 0.0 0.0
C -2.8272 2.9300 1.8236 0.1 -0.1 -0.1
P -2.1038 1.6299 0.7341 -0.8 0.4 0.1
C -3.5396 0.4946 0.5786 0.2 0.1 0.0
C -2.1022 2.5406 -0.8615 0.2 -0.1 0.1
C -3.1884 2.6453 -1.7267 0.0 0.0 0.0
C -3.0685 3.3420 -2.9205 -0.1 0.0 0.0
C -1.8641 3.9369 -3.2681 0.0 0.0 0.0
C -0.7764 3.8448 -2.4114 0.0 0.1 0.0
C -0.8980 3.1537 -1.2162 -0.1 0.0 0.0
H -3.6809 3.4016 1.3358 0.0 0.0 0.0
H -2.0692 3.6800 2.0471 0.0 0.0 0.0
H -3.1405 2.4692 2.7597 0.0 0.0 0.0
H -4.4759 1.0363 0.4410 0.0 0.0 0.0
H -3.6059 -0.0871 1.4987 0.0 0.0 0.0
H -3.3705 -0.1927 -0.2511 0.0 0.0 0.0
H -4.1338 2.1817 -1.4753 0.0 0.0 0.0
H -3.9209 3.4197 -3.5832 0.0 0.0 0.0
H -1.7731 4.4711 -4.2048 0.0 0.0 0.0
H 0.1655 4.3085 -2.6744 0.0 0.0 0.0
H -0.0506 3.0936 -0.5415 0.0 0.0 0.0

---

2.
11
Properties=species:S:1:pos:R:3:forces:R:3 method="wB97M-V/def2-TZVPD" orbital_gap_ev="8.080 / 8.081" e_lumo_ev="-1.4264 / -1.4261" spin_multiplicity=1 total_energy_ha=-322.39875 de_lowest_ev=4.778
O 1.8637 -0.2166 0.4523 0.0 0.0 0.0
C 0.8508 -0.8029 -0.0849 -0.3 0.1 -0.2
C -0.4482 -0.2242 0.2378 0.1 -0.3 0.1
O 0.2046 1.6770 -0.1580 0.0 0.1 0.2
C -1.6166 -0.4455 -0.5623 -0.8 -0.2 -0.6
N -2.5500 -0.6310 -1.2222 0.9 0.2 0.7
H 1.0895 1.2595 0.1112 0.0 0.0 0.0
H 0.9197 -1.2257 -1.1073 0.0 0.1 0.2
H 0.3172 -1.7231 0.4985 0.0 0.0 0.0
H -0.5976 0.0499 1.2767 0.0 0.0 -0.1
H -0.0331 2.2827 0.5581 0.0 -0.1 -0.2

---

3.
21
Properties=species:S:1:pos:R:3:forces:R:3 method="wB97M-V/def2-TZVPD" total_charge=+2 orbital_gap_ev=8.583 e_lumo_ev=-8.5129 spin_multiplicity=1 total_energy_ha=-830.34754 de_lowest_ev=0.000
C -3.6456 -0.2943 0.0542 -0.6 -1.7 0.5
N -2.3874 0.3569 -0.1747 2.6 3.0 -1.9
C -1.0956 -0.0919 -0.0477 -0.4 1.7 -1.2
N -0.6898 -1.0859 0.7027 -2.6 -1.7 1.5
S 0.8537 -1.8858 0.5583 -0.7 2.5 -1.7
C 1.2055 -0.2733 -0.5764 1.4 -2.0 -0.8
C 2.3504 0.3661 0.0836 1.2 0.2 2.2
N 3.5314 0.1604 -0.4762 -3.1 -0.9 -2.3
N 2.1981 0.9456 1.2863 0.7 1.3 -1.4
N 0.0369 0.5222 -0.6431 -2.4 -0.2 0.1
H -3.5003 -1.3294 -0.1139 0.1 -1.4 -0.1
H -4.4028 -0.0522 -0.6519 -0.1 0.8 -1.0
H -4.1777 -0.2255 0.9898 0.7 0.7 0.9
H -2.5204 1.2466 -0.7936 0.8 -2.1 1.7
H -1.4779 -1.5589 1.1821 1.0 -0.1 -0.1
H 1.6699 -0.5908 -1.5479 -1.4 -0.1 0.4
H 3.5817 -0.3640 -1.3623 -0.4 0.5 0.5
H 4.4039 0.1489 -0.0986 2.8 0.8 2.2
H 1.2745 1.2037 1.6454 0.3 -0.4 -0.4
H 2.8829 1.6896 1.4544 -0.1 -0.5 0.6
H -0.0914 1.1118 -1.4705 0.0 -0.4 0.3

---

4.
45
Properties=species:S:1:pos:R:3:forces:R:3 method="wB97M-V/def2-TZVPD" s2=0.756 orbital_gap_ev="10.109 / 4.631" e_lumo_ev="0.1191 / -5.3523" spin_multiplicity=2 total_energy_ha=-1031.46171 de_lowest_ev=3.742
N 0.7184 -0.1143 0.9345 -5.6 1.5 6.3
C -0.6277 0.3941 0.8785 1.5 1.0 -3.7
C -1.8264 -0.6031 1.1627 1.4 -0.9 -0.8
C -3.0992 0.0355 0.7818 -0.9 2.9 -0.7
O -3.1469 0.4571 -0.5659 -1.3 6.4 4.5
C -0.6128 1.7615 1.7323 -0.9 2.5 -1.7
N 0.0208 2.8631 0.9069 -2.6 -2.1 0.1
H 1.1506 -0.5128 0.2357 2.9 -2.4 -5.5
H 0.7751 -0.6739 1.7787 0.9 0.1 0.3
H -0.7935 0.6902 -0.2658 0.2 -0.4 2.5
H -1.5539 -1.4360 0.4736 -0.3 0.3 0.4
H -1.8413 -1.0292 2.1387 0.1 -0.1 1.0
H -4.0332 -0.4457 0.7577 -0.8 -1.9 1.7
H -3.2879 1.0082 1.3373 0.3 -1.2 -0.3
H -1.6573 2.0457 1.9866 0.6 -0.2 -0.5
H -0.0795 1.7945 2.6268 1.0 -1.1 1.5
H 0.8318 2.4765 0.4700 0.8 0.2 0.0
H -0.6344 3.0266 0.1205 0.3 0.5 0.5
H 1.4014 1.4644 -0.7919 0.1 0.6 -0.2
H 1.3755 0.4220 -1.8380 -0.3 2.2 -0.5
O 1.3406 1.5106 -1.7572 0.1 -2.8 0.7
H 0.3055 -2.4305 -1.1036 -1.7 -1.4 -0.2
H -1.1868 -2.9674 -1.5402 2.3 -0.1 0.9
O -0.3431 -3.1778 -1.0098 -2.2 0.9 -1.1
H -2.9494 -0.1342 -1.1508 2.1 -6.0 -5.5
H -0.6031 -0.7775 -3.4519 -1.1 0.1 0.1
O -0.9881 -0.9698 -2.5741 2.2 0.1 0.0
H 1.8251 -2.3153 -1.0724 0.7 -0.7 1.7
H 2.3658 -3.7615 -0.4645 -0.8 1.6 0.6
O 1.9584 -2.8852 -0.1945 1.9 -0.5 -1.5
H -3.1149 2.2169 -0.9287 0.1 -1.0 -0.3
H -1.7886 2.6412 -1.6516 0.9 -1.1 -1.2
O -2.5153 2.9207 -1.1423 -0.6 2.6 1.2
H 0.0147 -1.1046 -2.1920 -2.1 0.4 -0.8
H 2.2387 -1.0880 -2.4246 -1.4 -0.3 0.5
O 1.4034 -1.1405 -1.8883 2.2 0.8 -0.3
H 1.6609 3.2452 2.7003 -3.6 4.3 -1.2
H 2.4697 2.2321 2.1112 0.6 -0.3 0.1
O 2.2148 2.6093 2.9580 3.2 -4.0 1.2
H 3.5527 0.6889 -0.3015 -0.9 -0.9 -0.8
H 3.7553 2.2582 -0.4165 1.0 -2.8 0.9
O 4.1197 1.3766 -0.0115 -0.2 3.7 -0.2
H 0.8873 -3.5968 0.9023 -0.8 -1.8 1.0
H -0.0837 -4.5551 0.4943 -2.6 -1.0 -3.5
O 0.3807 -4.4199 1.2490 3.2 2.4 3.1

---

5.
45
Properties=species:S:1:pos:R:3:forces:R:3 method="wB97M-V/def2-TZVPD" orbital_gap_ev=9.922 e_lumo_ev=0.3260 spin_multiplicity=1 total_energy_ha=-886.33253 de_lowest_ev=7.373
C -7.0676 20.1561 11.3731 -0.6 -0.6 -1.3
O -8.3322 20.6376 11.8219 1.8 -1.8 0.1
H -7.1613 19.1139 11.0681 0.2 -0.2 0.6
H -6.8580 20.6287 10.4136 0.3 0.3 -0.2
H -6.2100 20.3541 12.0161 -0.2 -0.2 0.4
H -8.1288 21.5752 11.7880 -1.3 0.8 0.4
C -9.2665 22.3930 14.6966 1.0 2.1 1.0
C -10.2393 23.6343 14.4085 1.2 -1.4 0.3
C -9.6382 25.0111 14.1618 0.1 -0.3 0.8
O -10.8508 23.2715 13.1743 3.5 0.2 7.5
H -9.6474 21.3721 14.6679 -0.3 0.6 0.1
H -8.7392 22.5655 15.6349 -0.5 -0.1 0.6
H -8.4029 22.4756 14.0366 -0.4 -0.1 -0.5
H -11.1129 23.6782 15.0589 0.5 0.0 0.8
H -9.1755 25.0921 13.1782 0.0 -0.4 0.4
H -8.9084 25.3394 14.9019 0.1 -0.4 0.1
H -10.4447 25.7407 14.2350 0.0 0.0 -0.2
H -11.3045 22.4475 13.3661 0.0 -1.0 0.3
C -10.2510 27.6194 10.0053 -0.4 0.5 0.6
C -10.6114 26.9287 11.3287 -0.1 -1.1 -1.0
C -11.1123 25.4772 11.0938 1.0 0.3 0.4
O -9.4755 26.8920 12.2558 -2.2 1.6 -0.4
H -11.2345 27.7948 9.5695 0.2 0.1 -0.6
H -9.5716 27.1162 9.3172 -0.3 -0.5 0.2
H -9.7616 28.5760 10.1886 -0.2 0.3 0.1
H -11.4364 27.4810 11.7786 0.1 0.2 0.2
H -11.1136 24.9916 12.0697 -0.3 0.8 -0.6
H -10.4622 24.8706 10.4634 0.0 0.7 0.5
H -12.0403 25.2742 10.5591 -0.4 1.0 0.6
H -9.3959 27.8155 12.5056 0.5 0.1 0.2
O -8.9540 24.1104 9.7624 -1.2 -2.8 -3.9
H -8.7561 24.6825 9.0210 -0.2 0.4 -0.5
H -8.6905 23.2381 9.4695 0.0 -0.7 -0.2
O -12.2967 23.3415 11.8052 -6.0 -1.3 -5.0
H -11.4844 23.4510 12.2996 -1.3 1.7 -2.1
H -12.8962 22.9179 12.4195 -0.4 -0.1 -0.2
O -9.0056 22.8729 11.9126 2.1 0.7 -1.8
H -9.2095 23.5300 11.2471 0.0 0.1 0.6
H -9.7995 22.8154 12.4443 0.0 -0.2 0.1
O -7.8930 25.6269 10.9740 2.2 1.5 0.5
H -8.6966 26.1318 11.0981 0.7 0.1 0.4
H -8.1694 24.8525 10.4840 1.3 0.5 1.2
O -11.1264 20.9048 13.0100 -0.8 -1.2 0.0
H -11.0446 21.0569 12.0686 0.0 0.0 -0.6
H -10.5188 20.1876 13.1909 0.3 -0.2 0.0

---

6.
58
Properties=species:S:1:pos:R:3:forces:R:3 method="wB97M-V/def2-TZVPD" orbital_gap_ev=6.333 e_lumo_ev=-0.1865 spin_multiplicity=1 total_energy_ha=-2415.13099 de_lowest_ev=0.565
Ag 0.0063 -0.3985 0.4122 -0.1 -0.1 -0.4
C 3.2836 1.0603 0.6381 0.0 0.0 0.1
C 2.8820 0.6962 -0.7787 0.0 0.0 -0.1
N 1.4680 0.9347 -1.0487 -0.1 0.1 0.0
C 1.0582 2.3368 -0.8987 0.0 0.0 0.0
C 1.7806 3.3458 -1.7873 0.0 0.0 0.0
C 1.0882 0.3543 -2.3380 0.0 0.0 0.0
C -0.4045 0.4012 -2.6476 0.1 0.0 -0.1
N -1.1938 -0.0714 -1.5288 0.1 0.0 0.0
C -2.4924 -0.2853 -1.6949 0.0 -0.1 0.0
C -3.2654 -0.7749 -0.6023 -0.2 0.0 0.1
F -2.6363 -1.0037 0.5875 -0.1 0.0 -0.1
C -4.5959 -1.1014 -0.6824 0.0 0.0 0.1
F -5.1983 -1.5863 0.4248 0.0 0.0 -0.1
C -5.3289 -0.9653 -1.8507 0.1 0.0 0.0
C -4.6192 -0.4750 -2.9305 0.0 0.0 -0.1
F -5.2508 -0.3091 -4.1094 0.0 0.0 0.1
C -3.2786 -0.1543 -2.8754 -0.1 0.1 -0.1
F -2.7183 0.2954 -4.0308 -0.1 0.0 0.1
H 4.3141 0.7567 0.8202 0.0 0.0 0.0
H 2.6424 0.5455 1.3596 0.0 0.0 0.0
H 3.2187 2.1320 0.8262 0.0 0.0 0.0
H 3.0574 -0.3689 -0.9438 0.0 0.0 0.0
H 3.5213 1.2359 -1.4954 0.0 0.0 0.0
H 1.1834 2.6142 0.1510 0.0 0.0 0.0
H -0.0148 2.3726 -1.0902 0.0 0.0 0.0
H 2.8447 3.4120 -1.5574 0.0 0.0 0.0
H 1.3499 4.3361 -1.6364 0.0 0.0 0.0
H 1.6779 3.1025 -2.8448 0.0 0.0 0.0
H 1.4113 -0.6905 -2.3129 0.0 0.0 0.0
H 1.6251 0.8357 -3.1701 0.0 0.0 0.0
H -0.5212 -0.2205 -3.5449 0.0 0.0 0.1
H -0.6917 1.4178 -2.9520 0.0 0.0 0.0
H -6.3757 -1.2080 -1.9096 -0.1 0.0 0.0
S 1.0279 -2.8145 0.0425 0.0 0.0 0.0
C -0.1529 -3.2304 -1.0719 0.0 0.0 0.1
N -1.4441 -3.3638 -0.8194 0.0 0.0 0.1
C -2.3590 -3.6494 -1.9143 0.0 0.0 -0.1
C -1.4991 -4.0168 -3.1356 0.0 0.0 0.0
S 0.2165 -3.5645 -2.7337 0.0 0.0 0.0
H -1.7876 -3.0638 0.0841 0.0 0.0 -0.1
H -2.9762 -2.7718 -2.1125 0.0 -0.1 0.0
H -3.0114 -4.4778 -1.6358 0.0 0.0 0.0
H -1.8155 -3.4640 -4.0170 0.0 0.0 0.0
H -1.5375 -5.0823 -3.3510 0.0 0.0 0.0
N -0.1178 0.2397 2.5089 0.3 0.1 0.5
C 0.5300 0.5705 3.3998 -0.2 0.0 -0.1
C 1.3477 0.9909 4.5014 0.0 0.0 -0.1
C 1.1745 2.2621 5.0425 0.0 0.0 0.0
C 1.9863 2.6663 6.0874 0.0 0.0 0.0
C 2.9596 1.8093 6.5829 0.0 0.0 0.0
C 3.1263 0.5426 6.0402 0.0 0.0 0.0
C 2.3207 0.1255 4.9953 0.0 0.0 0.0
H 0.4116 2.9167 4.6453 0.0 0.0 0.0
H 1.8589 3.6500 6.5155 0.0 0.0 0.0
H 3.5936 2.1317 7.3965 0.0 0.0 0.0
H 3.8836 -0.1214 6.4309 0.0 0.0 0.0
H 2.4367 -0.8573 4.5600 0.0 0.0 0.0

---

7.
95
Properties=species:S:1:pos:R:3:forces:R:3 method="wB97M-V/def2-TZVPD" total_charge=-1 orbital_gap_ev=6.676 e_lumo_ev=1.8655 spin_multiplicity=1 total_energy_ha=-8642.04498 de_lowest_ev=0.000
Bi 1.3852 0.1839 1.3938 -0.5 -0.1 -0.2
S -2.2685 1.1057 4.0681 -0.2 0.0 0.2
C -0.9978 1.3450 3.0508 0.3 0.1 -0.1
S 0.6591 1.0463 3.6448 -0.2 -0.1 0.4
S -1.1333 1.8353 1.4239 -0.4 0.4 -0.1
O 6.7828 -4.1039 0.6824 0.1 0.0 0.0
C 5.9205 -3.3368 1.0196 -0.1 0.0 0.1
S 4.3862 -3.8321 1.7524 -0.1 0.1 -0.1
C 3.6689 -2.2299 1.8733 0.3 0.0 -0.1
C 4.4257 -1.2001 1.4560 0.0 -0.3 0.0
S 3.9483 0.4828 1.4441 0.6 0.1 0.0
S 6.0292 -1.5788 0.8420 -0.1 0.0 0.0
S 2.0559 -2.1262 2.5131 0.0 -0.3 0.4
F -7.3391 -4.0195 3.4655 0.1 0.0 0.0
C -6.4540 -4.7800 2.7858 -0.2 -0.1 0.1
F -7.1435 -5.3799 1.7979 0.1 0.1 0.0
F -6.0718 -5.7577 3.6366 0.0 0.1 0.0
C -5.2862 -3.9817 2.2907 0.0 0.0 0.0
C -4.9985 -3.9007 0.9341 0.0 0.0 0.0
C -3.9070 -3.1617 0.5167 0.0 0.0 0.1
C -3.1017 -2.5017 1.4423 0.0 0.1 0.1
C -3.4046 -2.5803 2.7957 0.0 0.0 0.0
C -4.4962 -3.3228 3.2212 -0.1 -0.1 0.0
P -1.6423 -1.5167 0.8652 -0.3 -0.5 -0.1
C -0.8257 -2.9600 0.0538 0.1 0.1 -0.1
C -0.2233 -3.8097 0.9830 -0.1 0.0 0.0
C 0.4887 -4.9263 0.5886 0.1 0.0 -0.1
C 0.6176 -5.1992 -0.7663 0.0 0.0 0.0
C 0.0036 -4.3839 -1.7038 0.0 -0.1 0.0
C -0.7133 -3.2706 -1.2970 0.0 0.0 0.0
C 1.3614 -6.4109 -1.2385 0.0 -0.3 -0.1
F 2.0383 -6.1835 -2.3845 0.0 0.1 0.1
F 2.2455 -6.8754 -0.3432 0.0 0.1 0.0
F 0.5190 -7.4409 -1.5077 0.0 0.1 0.0
C -2.5795 -0.5372 -0.3745 0.1 0.1 0.0
C -2.2648 -0.3253 -1.7085 0.1 -0.1 0.0
C -2.9849 0.5885 -2.4684 -0.1 0.1 -0.1
C -4.0069 1.3172 -1.8876 0.1 0.0 -0.1
C -4.3291 1.1292 -0.5464 0.0 -0.1 -0.1
C -3.6198 0.2103 0.1960 0.0 0.0 0.0
C -4.7362 2.3610 -2.6751 -0.1 0.2 -0.2
F -6.0736 2.1838 -2.6702 0.1 -0.1 0.1
F -4.3612 2.3973 -3.9712 0.0 -0.1 0.1
F -4.5202 3.6032 -2.1864 0.0 -0.1 0.0
H -5.6214 -4.4120 0.2137 0.0 0.0 0.0
H -3.6793 -3.0915 -0.5395 0.0 0.0 0.0
H -2.8007 -2.0449 3.5184 0.0 0.0 0.0
H -4.7373 -3.3912 4.2739 0.0 0.0 0.0
H -0.3074 -3.5777 2.0358 0.0 0.0 0.0
H 0.9752 -5.5535 1.3229 0.0 0.0 0.0
H 0.0931 -4.6118 -2.7572 0.0 0.0 0.0
H -1.1861 -2.6662 -2.0557 0.0 0.0 0.0
H -1.4440 -0.8462 -2.1793 0.0 0.1 0.0
H -2.7374 0.7367 -3.5108 0.0 0.0 0.0
H -5.1098 1.7206 -0.0869 0.0 0.0 0.0
H -3.8424 0.0948 1.2501 0.0 0.0 0.0
N -0.0931 2.4824 -1.7706 -0.1 0.3 0.1
C 0.5171 1.3707 -2.2310 0.2 -0.4 -0.5
N 1.1889 0.5455 -1.5027 -0.1 0.1 0.2
C 1.6882 -0.5106 -2.2407 -0.1 -0.1 -0.5
C 2.4025 -1.5958 -1.7403 0.0 0.1 0.1
C 2.8029 -2.5971 -2.6057 0.0 0.0 0.0
C 2.4978 -2.5374 -3.9629 0.0 0.0 -0.1
C 1.7910 -1.4653 -4.4848 0.0 0.0 0.0
C 1.3951 -0.4615 -3.6160 -0.1 0.0 0.2
S 0.4625 0.9746 -3.9626 0.0 0.0 0.3
H -0.3216 2.4714 -0.7794 0.0 0.0 0.0
H -0.7738 2.9243 -2.3658 0.0 0.0 0.0
H 2.6296 -1.6590 -0.6825 0.1 0.0 0.0
H 3.3614 -3.4396 -2.2201 0.0 0.0 0.0
H 2.8153 -3.3379 -4.6175 0.0 0.0 0.0
H 1.5531 -1.4088 -5.5385 0.0 0.0 0.0
C 2.8450 3.6537 2.4423 0.1 0.1 0.1
As 2.0498 3.1096 0.7467 0.4 0.9 0.0
C 3.5936 3.4826 -0.4102 -0.1 0.0 0.0
C 0.9642 4.7838 0.4471 0.0 -0.4 0.1
C 1.7301 6.0432 0.6521 0.1 0.1 -0.1
C 2.4981 6.5781 -0.3832 -0.1 0.0 0.0
C 3.2512 7.7249 -0.1940 0.0 0.0 0.0
C 3.2397 8.3707 1.0338 0.0 0.0 0.0
C 2.4697 7.8585 2.0671 0.0 0.0 0.0
C 1.7236 6.7056 1.8789 0.0 0.0 -0.1
H 3.3022 4.6386 2.3533 0.0 0.0 0.0
H 3.6005 2.9313 2.7462 0.0 -0.1 0.0
H 2.0702 3.6813 3.2072 0.0 0.0 0.0
H 4.0994 4.4009 -0.1142 -0.1 0.0 0.0
H 3.2738 3.5529 -1.4504 0.0 0.0 0.0
H 4.2822 2.6459 -0.3136 0.0 0.0 0.0
H 0.1338 4.6951 1.1492 0.0 0.0 0.0
H 0.5724 4.7262 -0.5673 0.0 -0.1 0.0
H 2.4920 6.0842 -1.3476 0.0 0.0 0.0
H 3.8467 8.1179 -1.0084 0.0 0.0 0.0
H 3.8232 9.2699 1.1812 0.0 0.0 0.0
H 2.4488 8.3626 3.0248 0.0 0.0 0.0
H 1.1175 6.3137 2.6864 0.0 0.0 0.0